ORCA calculation (ωB97M-V with the def2-TZVPD basis set) on the ion C7H13N2O with charge +1.

Summary:
- SMILES: [H]/N=C1\OCC[N@@H+](C)\C1=C/C
- Electronic energy: -458.99036 Ha
- HOMO: -13.682 eV
- Total charge: +1
- Strongest force on any atom: 0.0556 hartree/bohr
- ΔE to the lowest compared entry with this formula, charge and spin: 52.44 kcal per mole

Geometry as XYZ:
```
23
C7H13N2O | the Open Molecules 2025 dataset | ωB97M-V with the def2-TZVPD basis set
H -2.342 2.766 -0.530
N -1.395 2.414 -0.444
C -1.300 1.216 -0.122
O -2.326 0.394 0.148
C -2.149 -0.998 0.316
C -0.788 -1.357 0.899
N 0.305 -0.800 0.055
C 0.316 -1.305 -1.335
C 0.203 0.658 0.059
C 1.219 1.494 0.210
C 2.648 1.164 0.428
H -2.314 -1.501 -0.645
H -2.935 -1.323 1.004
H -0.691 -0.917 1.895
H -0.692 -2.441 0.965
H 1.203 -1.058 0.484
H -0.474 -0.827 -1.911
H 1.266 -1.047 -1.802
H 0.195 -2.386 -1.349
H 0.960 2.544 0.184
H 3.270 1.919 -0.047
H 2.944 0.188 0.043
H 2.876 1.202 1.495
```

Here are the Löwdin charges for atoms 1 to 4, given in e:
1. H 0.09
2. N 0.20
3. C -0.36
4. O 0.02



ORCA calculation (ωB97M-V with the def2-TZVPD basis set) on a structure of composition C36H36F3N2O2PtS3Sb.

Summary:
- Electronic energy: -3506.56343 Ha
- HOMO: -13.295 eV
- Total charge: +2
- Strongest force on any atom: 0.0087 hartree/bohr
- ΔE to the lowest compared entry with this formula, charge and spin: 0.00 kcal per mole

Geometry as XYZ:
```
84
C36H36F3N2O2PtS3Sb | the Open Molecules 2025 dataset | ωB97M-V with the def2-TZVPD basis set
Pt 0.778 0.306 0.294
C 2.054 -0.663 4.448
C 2.231 -0.714 2.969
O 1.443 -0.073 2.264
C 3.327 -1.558 2.471
C 3.856 -1.593 1.236
C 5.018 -2.447 0.863
N 3.306 -0.691 0.264
N 4.097 -0.414 -0.636
C 3.528 0.604 -1.534
O 2.522 1.212 -1.201
C 4.273 0.817 -2.757
C 5.416 0.063 -3.052
C 6.089 0.282 -4.241
C 5.634 1.249 -5.127
C 4.501 2.008 -4.836
C 3.822 1.794 -3.657
H 1.174 -0.082 4.710
H 2.944 -0.213 4.897
H 1.982 -1.677 4.847
H 3.797 -2.172 3.228
H 5.259 -3.127 1.675
H 5.888 -1.827 0.646
H 4.800 -3.023 -0.038
H 5.776 -0.679 -2.355
H 6.973 -0.294 -4.475
H 6.169 1.421 -6.052
H 4.164 2.764 -5.532
H 2.949 2.385 -3.411
C -3.105 1.757 -3.325
C -3.074 3.133 -2.637
S -2.550 3.214 -0.897
C -0.781 3.564 -1.016
C -0.023 2.604 -1.909
S -0.426 0.875 -1.522
C 0.178 0.057 -3.019
C -0.978 -0.062 -4.015
S -1.797 1.455 -4.569
H -4.043 1.675 -3.873
H -3.094 0.953 -2.589
H -4.095 3.515 -2.598
H -2.505 3.868 -3.209
H -0.414 3.535 0.012
H -0.607 4.575 -1.389
H 1.056 2.732 -1.866
H -0.356 2.697 -2.945
H 0.497 -0.944 -2.722
H 1.038 0.598 -3.413
H -1.728 -0.756 -3.634
H -0.579 -0.501 -4.932
F -1.055 -6.380 2.729
C -1.118 -5.087 2.422
C 0.044 -4.439 2.042
C -0.025 -3.092 1.726
C -1.239 -2.412 1.789
C -2.396 -3.099 2.157
C -2.342 -4.444 2.482
Sb -1.395 -0.363 1.361
C -3.199 -0.308 0.314
C -3.401 -1.194 -0.742
C -4.609 -1.205 -1.419
C -5.595 -0.319 -1.015
F -6.758 -0.323 -1.664
C -5.423 0.562 0.038
C -4.208 0.566 0.705
C -1.682 0.651 3.164
C -2.084 -0.061 4.291
C -2.295 0.602 5.490
C -2.096 1.971 5.531
F -2.294 2.611 6.680
C -1.697 2.701 4.424
C -1.488 2.028 3.233
H 0.970 -4.995 1.988
H 0.874 -2.586 1.395
H -3.355 -2.593 2.187
H -3.225 -4.997 2.772
H -2.628 -1.896 -1.036
H -4.802 -1.887 -2.236
H -6.232 1.222 0.320
H -4.059 1.256 1.527
H -2.233 -1.134 4.251
H -2.612 0.080 6.383
H -1.558 3.770 4.510
H -1.171 2.590 2.361
```

Here are the Löwdin charges for atoms 1 to 4, given in e:
1. Pt 0.65
2. C 0.03
3. C -0.38
4. O -0.19



ORCA calculation (ωB97M-V with the def2-TZVPD basis set) on a structure of composition C35H34ClN2ORu.

Summary:
- Electronic energy: -2093.71376 Ha
- HOMO (spin up / spin down): -5.109 / -7.711 eV
- Strongest force on any atom: 0.0785 hartree/bohr
- 2S+1: 6
- ΔE to the lowest compared entry with this formula, charge and spin: 11.05 kcal per mole

Geometry as XYZ:
```
74
C35H34ClN2ORu | the Open Molecules 2025 dataset | ωB97M-V with the def2-TZVPD basis set
Ru -1.185 -0.406 -0.220
Cl -6.250 -0.885 3.895
C -4.722 -1.439 3.367
C -3.572 -1.434 4.181
C -2.285 -1.572 3.618
C -2.181 -1.503 2.232
O -1.037 -1.142 1.688
C -3.318 -1.912 1.455
C -3.223 -2.424 0.170
N -2.265 -2.165 -0.665
C -2.004 -2.792 -1.855
C -2.681 -3.790 -2.540
C -2.081 -4.478 -3.634
C -0.848 -4.166 -4.117
C -0.074 -3.144 -3.490
C 1.217 -2.685 -3.951
C 1.764 -1.672 -3.187
C 1.134 -1.019 -2.125
N -0.105 -1.356 -1.722
C -0.707 -2.435 -2.419
C -4.599 -1.775 2.005
H -3.672 -1.338 5.268
H -1.442 -1.682 4.277
H -4.038 -3.122 -0.085
H -3.696 -4.001 -2.263
H -2.618 -5.310 -4.063
H -0.407 -4.815 -4.905
H 1.728 -3.079 -4.854
H 2.745 -1.248 -3.450
H 1.594 -0.210 -1.624
H -5.457 -1.839 1.349
C 4.556 3.099 1.407
C 4.081 2.048 2.402
C 3.289 2.428 3.498
C 2.902 1.462 4.430
C 2.060 1.877 5.613
C 3.292 0.129 4.275
C 3.981 -0.248 3.111
C 4.117 -1.679 2.704
C 4.456 0.705 2.241
H 5.172 3.882 1.853
H 3.687 3.599 0.983
H 5.132 2.636 0.600
H 2.999 3.474 3.671
H 2.593 1.605 6.560
H 1.049 1.385 5.698
H 1.865 2.945 5.607
H 3.167 -0.568 5.094
H 3.835 -1.797 1.639
H 3.380 -2.259 3.291
H 5.142 -2.118 2.801
H 5.177 0.471 1.444
C 0.482 3.478 -1.079
C -0.664 2.460 -1.153
C -1.912 3.164 -0.523
C -0.376 1.259 -0.185
C -0.956 1.900 -2.541
C -2.228 1.411 -2.818
C -2.572 0.981 -4.086
C -1.688 0.988 -5.181
C -0.408 1.435 -4.910
C -0.035 1.805 -3.595
H 0.315 4.050 -0.135
H 0.274 4.125 -1.946
H 1.490 3.047 -1.156
H -1.673 3.590 0.447
H -2.781 2.501 -0.358
H -2.221 3.987 -1.208
H 0.485 1.536 0.523
H -2.951 1.284 -2.005
H -3.624 0.689 -4.181
H -1.979 0.750 -6.200
H 0.408 1.289 -5.637
H 0.968 2.033 -3.330
```

Here are the Löwdin charges for atoms 1 to 4, given in e:
1. Ru 1.46
2. Cl 0.66
3. C -0.71
4. C -0.10



ORCA calculation (ωB97M-V with the def2-TZVPD basis set) on a cluster of 4 separate species, C3H16NO3 in total.

Summary:
- Electronic energy: -404.10717 Ha
- HOMO: -14.509 eV
- Total charge: +1
- Strongest force on any atom: 0.0608 hartree/bohr
- ΔE to the lowest compared entry with this formula, charge and spin: 35.72 kcal per mole

Geometry as XYZ:
```
23
C3H16NO3 | the Open Molecules 2025 dataset | ωB97M-V with the def2-TZVPD basis set
C 0.955 0.670 -1.652
C 0.427 0.044 -0.301
C 1.083 0.948 0.737
N -1.058 0.233 -0.136
H 1.319 1.688 -1.540
H 1.751 -0.047 -1.960
H 0.295 0.620 -2.493
H 0.769 -0.985 -0.127
H 2.150 0.718 0.482
H 1.036 0.657 1.782
H 1.080 2.038 0.583
H -1.252 0.711 0.739
H -1.568 0.812 -0.799
H -1.556 -0.675 -0.010
H 2.357 -1.255 1.583
H 3.908 -0.938 1.061
O 3.044 -1.321 0.915
H -2.093 -0.308 2.494
H -3.064 0.869 2.498
O -2.513 0.341 1.906
H -2.852 -2.131 -1.588
H -2.009 -1.285 -2.556
O -2.207 -1.404 -1.618
```

Here are the Löwdin charges for atoms 1 to 4, given in e:
1. C -0.03
2. C -0.34
3. C -0.10
4. N 0.14



- The highest ΔE to the lowest compared entry with this formula, charge and spin belongs to which entry?
  C7H13N2O



- What is the formula in the first record?
  C7H13N2O